This record from the OMol25 dataset describes a 2-piece molecular cluster, C28H31F4Si2 overall. The level of theory is ωB97M-V/def2-TZVPD.

```
65
Properties=species:S:1:pos:R:3:forces:R:3
C 1.47493 -2.70491 3.45523 -0.155 0.032 -0.046
Si 0.94974 -1.27072 2.38208 -0.058 -0.169 0.560
C 1.88089 0.22167 3.02535 -0.042 -0.032 -0.350
C 1.38048 -1.64428 0.60364 -0.169 0.125 0.378
C 0.76314 -2.77297 -0.10879 -0.083 -0.313 -0.392
C 1.01504 -3.01937 -1.46050 0.001 0.036 0.229
C 0.40775 -4.06770 -2.11604 0.116 0.038 -0.170
C -0.46417 -4.89781 -1.44050 -0.137 -0.281 -0.065
C -0.72841 -4.67507 -0.10544 -0.174 -0.228 0.012
C -0.12418 -3.62474 0.54558 0.274 0.398 -0.051
C 2.20565 -0.78852 0.02122 0.229 0.116 -0.340
Si -1.31829 -0.85858 2.63329 -0.672 0.021 -0.133
C -2.08792 -2.14407 3.74531 0.301 0.053 -0.064
C -1.62614 0.82129 3.38402 0.329 -0.126 -0.027
C -2.18618 -0.90421 0.98287 0.208 -0.065 0.061
H 2.54397 -2.87693 3.36951 0.195 -0.081 0.058
H 1.22912 -2.46990 4.48803 0.055 -0.095 0.199
H 0.95329 -3.61416 3.17259 0.049 -0.185 0.125
H 2.95653 0.07916 2.95871 0.236 0.028 0.056
H 1.60134 1.11183 2.46664 0.028 0.226 0.040
H 1.61133 0.36497 4.06950 0.014 0.077 0.096
H 1.68519 -2.38255 -2.01007 0.135 0.115 -0.135
H 0.61729 -4.23915 -3.15969 0.009 -0.021 -0.154
H -0.93475 -5.71859 -1.95443 -0.094 -0.147 -0.096
H -1.40767 -5.31773 0.43163 -0.112 -0.085 0.046
H -0.36582 -3.43248 1.57271 -0.088 -0.054 0.334
H 2.47699 -0.86944 -1.01234 0.229 0.057 -0.494
H 2.60504 0.04911 0.55642 0.205 0.378 0.205
H -3.15438 -1.96586 3.84957 -0.159 -0.018 0.048
H -1.93348 -3.13515 3.32589 -0.075 -0.228 0.088
H -1.61989 -2.09799 4.72592 -0.049 -0.145 0.194
H -2.69355 0.99780 3.48472 -0.131 0.061 0.034
H -1.16071 0.87413 4.36539 0.001 0.199 0.156
H -1.19721 1.58783 2.74272 0.002 0.238 0.032
H -3.24051 -0.67371 1.10229 -0.187 0.086 -0.018
H -1.73177 -0.17505 0.31624 -0.047 0.064 -0.237
H -2.09418 -1.89204 0.54064 -0.064 -0.047 -0.203
F 7.28444 -2.30382 -3.52173 -0.313 0.014 0.974
C 6.84933 -2.15904 -2.25056 -0.065 0.400 -0.039
C 6.68750 -3.25769 -1.43261 0.112 -0.827 -0.189
C 6.23636 -3.10440 -0.13436 0.018 0.053 0.151
F 6.10445 -4.18876 0.65995 0.066 0.853 -0.630
C 5.93857 -1.84763 0.34700 -0.231 -0.078 0.700
C 6.09262 -0.71007 -0.45797 0.155 -0.614 -0.272
C 5.79095 0.59723 0.03667 0.085 -0.015 -0.156
C 6.00676 1.74832 -0.68973 0.152 0.125 -0.241
C 5.74288 3.03521 -0.27201 0.066 -0.267 -0.169
C 5.94498 4.19341 -1.08456 0.111 0.708 -0.400
C 5.68996 5.47953 -0.58362 -0.239 0.189 0.638
C 5.85569 6.59885 -1.36971 -0.036 0.021 0.114
F 5.59660 7.83022 -0.87183 0.228 -1.051 -0.413
C 6.28402 6.46407 -2.67782 0.058 0.736 -0.406
C 6.55074 5.21423 -3.20097 -0.010 -0.340 0.085
F 6.96451 5.08229 -4.48147 -0.325 0.162 1.026
C 6.38465 4.09979 -2.41186 0.216 -0.476 -0.584
C 6.55874 -0.90735 -1.76677 0.168 0.366 -0.602
H 6.90971 -4.23579 -1.81393 0.082 -0.371 -0.078
H 5.59929 -1.75653 1.36226 -0.163 0.050 0.296
H 5.37419 0.68099 1.02512 -0.135 -0.056 0.372
H 6.44115 1.63501 -1.66245 0.056 -0.025 -0.252
H 5.36141 3.17727 0.72181 -0.197 0.159 0.401
H 5.35971 5.61422 0.42857 -0.137 0.015 0.355
H 6.40529 7.33487 -3.29494 0.040 0.294 -0.168
H 6.59541 3.14880 -2.85681 0.073 -0.280 -0.212
H 6.69586 -0.08314 -2.43586 0.043 0.226 -0.276
```
Forces are in eV/Å.

The net charge is +1. Its frontier orbital gap is 4.17 eV.